ORCA calculation (ωB97M-V with the def2-TZVPD basis set) on a structure of composition C3HI2O3 at a distorted geometry.

XYZ file:
```
9
Properties=species:S:1:pos:R:3:lowdin_charge:R:1
O 0.76 0.16 2.64 0.006
C 0.00 -0.23 1.83 -0.556
O -2.28 -1.18 1.87 -0.036
I 2.32 0.88 0.07 0.708
O -1.71 1.00 1.53 -0.007
C 0.58 -0.37 0.34 -1.096
I 1.07 -2.43 0.19 0.747
C -1.50 -0.21 1.78 -0.703
H -0.10 -0.16 -0.33 -0.064
```

Energy above the lowest of the compared OMol25 structures with the same formula, charge and spin in kJ/mol: 94.9
Charge: -1
Orbital gap in eV: 7.42

=====

ORCA calculation (ωB97M-V with the def2-TZVPD basis set) on a structure of composition C3HIrO at a distorted geometry.

XYZ file:
```
6
Properties=species:S:1:pos:R:3:mulliken_spin:R:1
Ir -2.71 -0.86 0.77 2.573
H 2.33 -0.10 -0.24 0.009
C 1.33 0.35 -0.18 0.167
C -0.16 0.12 0.02 0.233
O -1.15 -0.16 0.76 0.280
C 0.36 0.66 -1.13 0.738
```

2S+1: 5
Charge: +2
Orbital gap (spin up / spin down) in eV: 8.71 / 7.88
Expectation value of S²: 6.0107

=====

ORCA calculation (ωB97M-V with the def2-TZVPD basis set) on a structure of composition C3HLiMgO4 at a distorted geometry.

XYZ file:
```
10
Properties=species:S:1:pos:R:3:lowdin_charge:R:1
O 0.12 0.56 0.39 0.097
O 0.91 -2.56 1.68 0.046
Mg -1.03 -1.13 -1.68 1.379
O -0.23 2.57 -0.28 0.270
O -0.98 0.88 -1.54 0.017
H -0.50 3.11 -1.05 0.185
Li 2.31 -3.66 2.30 0.922
C -0.46 1.31 -0.50 -0.580
C 0.52 -1.67 1.00 -0.166
C 0.02 -0.82 0.16 -0.169
```

Energy above the lowest of the compared OMol25 structures with the same formula, charge and spin in kJ/mol: 0.0
Charge: +2
Orbital gap in eV: 7.25

=====

ORCA calculation (ωB97M-V with the def2-TZVPD basis set) on a structure of composition C3HLiO4Y at a distorted geometry.

XYZ file:
```
10
Properties=species:S:1:pos:R:3:lowdin_charge:R:1
Li -3.36 0.10 3.58 0.914
C 0.62 -0.28 0.47 -0.509
O -0.04 -1.35 0.12 0.225
C -1.04 -1.58 1.08 0.219
Y 3.60 1.31 -0.09 1.929
H -1.81 -2.09 0.46 0.218
C -1.06 -0.54 1.94 -0.233
O 1.70 0.03 -0.07 -0.086
O 0.12 0.28 1.52 0.233
O -1.74 -0.11 2.89 0.089
```

Energy above the lowest of the compared OMol25 structures with the same formula, charge and spin in kJ/mol: 0.0
Charge: +3
Orbital gap (spin up / spin down) in eV: 9.62 / 4.81

=====

ORCA calculation (ωB97M-V with the def2-TZVPD basis set) on a structure of composition C3HMgO4Rb at a distorted geometry.

XYZ file:
```
10
Properties=species:S:1:pos:R:3:lowdin_charge:R:1
O -0.50 2.09 0.97 -0.034
O 0.88 -2.55 -0.36 0.158
C -0.01 2.05 -0.29 -0.561
C 0.20 -0.23 0.18 -0.222
O 0.18 0.83 -0.74 0.074
Mg -0.41 0.36 2.13 1.364
H -1.17 2.89 0.83 0.246
O -0.50 2.92 -0.99 0.184
Rb 0.81 -6.92 -1.55 0.983
C 0.54 -1.43 -0.19 -0.191
```

Charge: +2
Orbital gap in eV: 6.07

=====

ORCA calculation (ωB97M-V with the def2-TZVPD basis set) on a cluster of 2 separate species, C3HN2O2 in total at a distorted geometry.

XYZ file:
```
8
Properties=species:S:1:pos:R:3:lowdin_charge:R:1
C -2.06 1.27 -0.17 -0.379
O 1.05 -1.72 -1.03 0.021
N 1.09 1.03 0.17 0.179
O 0.11 -2.09 0.99 0.029
C 0.47 -1.47 0.01 -0.752
C 0.32 0.11 0.09 -0.007
N -3.09 1.79 -0.28 -0.196
H 2.10 1.08 0.22 0.105
```

Energy above the lowest of the compared OMol25 structures with the same formula, charge and spin in kJ/mol: 304.1
Charge: -1
Orbital gap (spin up / spin down) in eV: 8.00 / 8.00

=====

ORCA calculation (ωB97M-V with the def2-TZVPD basis set) on the ion C3HN4 with charge +1 at a distorted geometry.

XYZ file:
```
8
Properties=species:S:1:pos:R:3:lowdin_charge:R:1
N -0.08 0.74 -3.04 0.276
N -0.13 -0.32 0.15 0.103
C 0.40 0.71 2.59 -0.037
N -0.12 -0.69 -1.03 0.137
C -0.18 0.01 -2.19 -0.139
C -0.58 0.04 1.17 0.301
H -0.28 -1.63 -1.10 0.167
N 0.98 1.14 3.46 0.192
```

Structure (SMILES): N#CC#[N+]NC#N
Energy above the lowest of the compared OMol25 structures with the same formula, charge and spin in kJ/mol: 283.1
Charge: +1
Orbital gap (spin up / spin down) in eV: 8.38 / 8.38

=====

ORCA calculation (ωB97M-V with the def2-TZVPD basis set) on a structure of composition C3HNO2 at a distorted geometry.

XYZ file:
```
7
Properties=species:S:1:pos:R:3:lowdin_charge:R:1
C 1.05 -0.66 0.01 -0.354
C -1.11 -0.17 -0.03 -0.049
O 2.19 -0.51 0.11 0.252
O 0.34 1.98 -0.14 0.088
C -0.23 0.86 0.08 -0.160
N -0.11 -1.16 -0.05 0.134
H -2.13 -0.34 0.02 0.089
```

Energy above the lowest of the compared OMol25 structures with the same formula, charge and spin in kJ/mol: 226.6
Charge: 0
Orbital gap (spin up / spin down) in eV: 7.40 / 7.40

=====

ORCA calculation (ωB97M-V with the def2-TZVPD basis set) on the ion C3HNO2PS with charge -1 at a distorted geometry.

XYZ file:
```
9
Properties=species:S:1:pos:R:3:lowdin_charge:R:1
O 1.84 1.50 -2.08 -0.054
N 0.35 0.54 -0.67 -0.226
H -2.38 -0.14 1.45 0.028
S -0.34 -2.90 0.33 0.686
C -1.17 -1.65 0.79 -0.819
C -1.62 -0.46 0.74 -0.466
C 1.66 1.07 -0.96 -0.946
O 2.28 1.00 0.10 -0.078
P -0.64 1.06 0.31 0.875
```

Energy above the lowest of the compared OMol25 structures with the same formula, charge and spin in kJ/mol: 163.5
Charge: -1
Orbital gap in eV: 7.06

=====

ORCA calculation (ωB97M-V with the def2-TZVPD basis set) on the ion C3HNO2PS with charge -1 at a distorted geometry.

XYZ file:
```
9
Properties=species:S:1:pos:R:3:lowdin_charge:R:1
O 0.23 2.43 1.27 0.000
S -2.37 1.50 -0.75 0.819
C -0.63 -0.22 0.35 -0.463
N -3.17 -0.22 -0.15 -0.615
H 0.21 -0.19 0.99 0.047
O 0.96 2.57 -0.85 -0.042
C 0.32 2.14 0.11 -0.802
P -2.10 -1.07 0.59 0.662
C -0.82 1.00 -0.21 -0.606
```

Structure (SMILES): O=C([O-])c1cpns1
Energy above the lowest of the compared OMol25 structures with the same formula, charge and spin in kJ/mol: 81.1
Charge: -1
Orbital gap in eV: 8.38

=====

ORCA calculation (ωB97M-V with the def2-TZVPD basis set) on an isolated molecule of C3HNO3 at a distorted geometry.

XYZ file:
```
8
Properties=species:S:1:pos:R:3:lowdin_charge:R:1
C -0.31 0.06 1.28 -0.093
C -0.42 -0.04 -0.89 -0.338
O -1.24 -0.37 0.25 0.053
O -0.91 0.01 -2.01 0.182
C 0.99 0.01 -0.47 -0.279
N 0.89 0.24 0.95 0.153
H -0.80 0.05 2.34 0.182
O 1.80 0.04 -1.45 0.140
```

Structure (SMILES): O=C1N=COC1=O
Energy above the lowest of the compared OMol25 structures with the same formula, charge and spin in kJ/mol: 108.3
Charge: 0
Orbital gap in eV: 8.99

=====

ORCA calculation (ωB97M-V with the def2-TZVPD basis set) on an isolated molecule of C3HNOS2.

XYZ file:
```
8
Properties=species:S:1:pos:R:3:lowdin_charge:R:1
S -2.59 0.16 0.00 0.843
N -0.30 -1.24 -0.01 -0.017
C -0.04 1.19 0.00 -0.688
H 1.66 -1.91 0.02 0.085
S 1.65 0.54 0.00 1.006
O -0.34 2.34 0.00 0.052
C -0.99 -0.01 0.00 -0.827
C 0.96 -1.07 0.00 -0.454
```

Structure (SMILES): O=C1SC=NC1=S
Energy above the lowest of the compared OMol25 structures with the same formula, charge and spin in kJ/mol: 33.5
Charge: 0
Orbital gap in eV: 7.50

=====

ORCA calculation (ωB97M-V with the def2-TZVPD basis set) on the ion C3HNOS3 with charge -2 at a distorted geometry.

XYZ file:
```
9
Properties=species:S:1:pos:R:3:lowdin_charge:R:1
C 1.02 0.84 0.08 -0.826
S -2.41 -1.07 -0.29 0.337
H -0.01 -2.16 0.58 0.098
N 0.16 -1.37 -0.04 -0.119
S 2.31 1.82 0.31 0.389
C -0.34 0.87 -0.21 -0.938
S -1.24 2.30 -0.51 0.203
O 1.37 -0.78 0.26 -0.221
C -0.86 -0.45 -0.18 -0.923
```

Structure (SMILES): S=c1o[nH]c([S-])c1[S-]
Energy above the lowest of the compared OMol25 structures with the same formula, charge and spin in kJ/mol: 236.8
Charge: -2
Orbital gap in eV: 4.52

=====

ORCA calculation (ωB97M-V with the def2-TZVPD basis set) on a structure of composition C3HNaO4 at a distorted geometry.

XYZ file:
```
9
Properties=species:S:1:pos:R:3:lowdin_charge:R:1
Na -0.82 -2.57 0.69 0.747
C 0.69 0.82 -1.17 0.092
O -0.03 -0.76 1.85 -0.037
H -1.24 0.81 -0.44 0.165
C -0.40 0.06 -0.45 -0.444
C 0.21 0.20 1.12 -0.635
O -0.65 -1.12 -0.96 -0.221
O 1.38 1.31 -1.93 0.315
O 0.87 1.24 1.28 0.017
```

Energy above the lowest of the compared OMol25 structures with the same formula, charge and spin in kJ/mol: 0.0
Charge: 0
Orbital gap in eV: 7.57

=====

Number 1: total energy -25472.031 eV. Number 2: total energy -7981.617 eV. Number 3: total energy -16950.664 eV. Number 4: total energy -12532.666 eV. Number 5: total energy -17399.791 eV. Number 6: total energy -10200.707 eV. Number 7: total energy -9071.287 eV. Number 8: total energy -8707.996 eV. Number 9: total energy -28835.673 eV. Number 10: total energy -28836.527 eV. Number 11: total energy -10757.646 eV. Number 12: total energy -28334.106 eV. Number 13: total energy -39168.451 eV. Number 14: total energy -15732.809 eV.